{
  "formula": "C6H10O",
  "method": "ωB97M-V/def2-TZVPD",
  "largest_force_ev_per_a": 3.69,
  "lumo_ev": 0.90,
  "elements": ["O", "C", "C", "C", "C", "C", "C", "H", "H", "H", "H", "H", "H", "H", "H", "H", "H"],
  "xyz": [[0.700060, 2.224468, 0.047630], [0.080344, 1.211323, -0.734000], [-1.086641, 0.869884, 0.135678], [-1.326986, -0.323435, 0.705449], [-0.372512, -1.515214, 0.641328], [1.003689, -1.026611, 0.180988], [0.849311, -0.110421, -1.033644], [-0.148547, 2.592471, 0.544080], [-0.215261, 1.624416, -1.718786], [-1.462034, 1.979347, 0.602202], [-2.202443, -0.415208, 1.344358], [-0.740212, -2.317550, -0.016261], [-0.302319, -1.964559, 1.646844], [1.481093, -0.448691, 0.980531], [1.659928, -1.877009, -0.046511], [1.814104, 0.142856, -1.470411], [0.268426, -0.646066, -1.809473]],
  "forces_ev_per_a": [[-1.31, 0.96, 0.85], [-0.55, -0.95, 0.03], [-0.80, 1.56, 1.29], [-0.09, 0.66, 0.02], [-0.17, 0.31, -0.20], [0.01, 0.16, -0.03], [0.18, 0.46, 0.02], [3.22, -0.55, -1.21], [-0.06, -0.08, 0.41], [-0.61, -3.42, -1.27], [0.23, 0.04, 0.16], [0.00, 0.23, 0.04], [-0.14, 0.23, -0.30], [-0.07, -0.12, 0.00], [-0.14, 0.21, -0.01], [0.11, -0.05, -0.02], [0.19, 0.34, 0.23]],
  "nbo_charge": [-0.705, 0.037, -0.163, -0.194, -0.436, -0.404, -0.410, 0.458, 0.170, 0.153, 0.211, 0.212, 0.221, 0.212, 0.212, 0.221, 0.205]
}